# 1
A single C19H17NO3 molecule in a non-equilibrium geometry, computed with ωB97M-V/def2-TZVPD.

Geometry as XYZ:
```
40
Properties=species:S:1:pos:R:3:forces:R:3:mulliken_charge:R:1
C 6.81854 0.24754 0.99385 0.1 0.1 0.1 -0.83
H 7.81512 -0.19127 0.99362 -0.1 0.1 0.0 0.23
O 6.05770 -0.53272 0.10560 -0.2 -0.1 -0.2 -0.41
C 4.74690 -0.21048 -0.08143 -0.2 0.0 0.0 0.74
C 4.10711 0.85192 0.53671 0.1 0.2 0.2 -0.65
C 2.76532 1.03598 0.23245 -0.1 -0.9 -0.7 -0.12
C 2.06349 0.20561 -0.65759 0.4 0.5 0.5 0.04
C 2.72631 -0.85945 -1.26593 0.1 0.1 0.1 -0.39
C 4.05204 -1.05235 -0.97102 0.2 0.0 0.0 -0.92
H 4.60631 -1.86524 -1.41246 0.1 -0.1 -0.1 0.42
H 2.19985 -1.52390 -1.93112 0.0 -0.1 -0.1 0.45
C 0.73009 0.73211 -0.69368 -0.1 0.5 0.3 0.46
C 0.73337 1.79017 0.15510 -0.4 -0.5 -0.6 -0.48
O 1.95062 1.99933 0.72233 0.3 0.2 0.3 -0.45
H -0.04647 2.47328 0.43270 -0.1 0.1 0.1 0.49
C -0.43606 0.20634 -1.46705 0.1 -0.1 0.2 -0.37
C -0.91035 -1.06088 -0.76696 -0.1 0.2 -0.3 0.55
O -0.18752 -2.02735 -0.63353 0.2 -0.1 -0.1 -0.68
N -2.14627 -1.04900 -0.19361 0.0 -0.3 0.3 0.24
C -3.22706 -0.16825 -0.27987 -0.6 0.4 0.1 -0.16
C -3.61660 0.66878 -1.31221 0.1 0.0 0.0 -0.47
C -4.77002 1.42610 -1.15022 0.0 0.1 0.0 -0.67
C -5.53315 1.33833 -0.00063 -0.1 0.1 0.0 -0.53
C -5.17518 0.45247 1.00892 0.1 0.0 -0.1 -0.57
C -4.03640 -0.30348 0.85542 0.1 0.0 -0.1 0.75
C -3.46318 -1.35818 1.75724 0.1 0.1 0.0 -0.78
H -2.97834 -0.89841 2.62244 0.0 0.0 0.0 0.29
H -4.22066 -2.05077 2.12078 0.0 0.0 0.0 0.38
C -2.44279 -2.04253 0.84146 0.1 -0.5 0.2 -0.74
H -2.86756 -2.93750 0.37402 0.0 0.0 0.1 0.30
H -1.51504 -2.32500 1.33995 -0.1 0.0 -0.1 0.38
H -5.78674 0.34797 1.89257 -0.1 0.0 0.1 0.43
H -6.42373 1.93901 0.10240 -0.1 0.1 0.0 0.39
H -5.07797 2.08551 -1.94782 0.0 0.1 -0.1 0.38
H -3.07551 0.71972 -2.24342 0.1 0.0 -0.1 0.54
H -1.20694 0.96950 -1.49709 0.0 0.0 -0.1 0.34
H -0.11868 -0.05421 -2.47854 -0.1 0.0 0.0 0.31
H 4.59852 1.51722 1.22637 0.1 0.0 0.1 0.46
H 6.40917 0.21512 2.00885 0.0 0.0 0.0 0.33
H 6.88175 1.28897 0.66142 0.0 0.0 0.0 0.33
```
Positions in Å, forces in eV/Å.

Summary:
LUMO energy = 0.763 eV
gap between HOMO and LUMO = 0.314 Ha
HOMO = -7.8 eV
relative energy (zero: lowest compared OMol25 entry of this formula, charge and spin) = 0.878 eV

---

# 2
7 unconnected molecules or ions with the total composition C21H56O7 in a non-equilibrium geometry, computed with ωB97M-V/def2-TZVPD.

Geometry as XYZ:
```
84
Properties=species:S:1:pos:R:3:forces:R:3:mulliken_charge:R:1
C 2.71467 -5.18457 -2.43610 1.4 -0.4 -0.5 -1.17
C 2.98714 -6.67219 -2.74412 -1.0 -0.3 -0.4 0.64
C 2.62836 -7.59599 -1.62058 -0.8 -1.5 -0.1 -1.37
O 2.16411 -6.93458 -3.91073 0.0 0.8 -0.1 -0.57
H 1.68012 -4.87818 -2.59083 0.0 -0.5 0.3 0.31
H 3.31158 -4.59548 -3.13235 0.0 0.2 0.0 0.32
H 3.08281 -4.94985 -1.43737 -0.2 0.1 0.1 0.33
H 4.00040 -6.99109 -2.98848 0.4 1.1 -0.3 0.18
H 3.02425 -7.43841 -0.61731 -0.3 0.8 -0.1 0.36
H 3.00539 -8.59471 -1.84079 0.2 -0.2 -0.3 0.36
H 1.54891 -7.73703 -1.67535 -0.2 0.3 0.8 0.33
H 1.88469 -7.83103 -4.11045 0.5 -0.3 0.6 0.28
C 0.74745 0.49478 -7.01460 -1.4 -1.0 0.7 -1.05
C -0.72923 0.32796 -7.60877 1.6 2.1 1.6 0.16
C -1.62594 1.44691 -6.97201 0.8 -0.7 0.1 -1.10
O -0.54186 0.58777 -8.94713 -0.8 -0.3 -2.3 -0.54
H 1.22509 1.38793 -7.41740 -0.3 0.2 0.1 0.30
H 1.42537 -0.32738 -7.24391 -0.3 -0.2 -0.2 0.30
H 0.66291 0.56267 -5.93000 0.3 0.1 0.1 0.31
H -1.19170 -0.65394 -7.50836 0.3 0.0 0.1 0.32
H -2.62530 1.51139 -7.40238 0.1 -0.2 0.1 0.32
H -1.11596 2.39979 -7.11359 0.0 0.2 -0.3 0.28
H -1.65248 1.33446 -5.88816 -0.4 -0.2 0.0 0.33
H -0.21151 1.48415 -9.04186 0.0 0.1 0.0 0.36
C 3.59173 -6.96221 6.92604 1.4 0.1 -1.1 -1.31
C 4.48707 -6.61370 8.09277 0.5 0.5 -0.3 0.49
C 5.42694 -5.41698 7.85141 0.6 0.0 -0.7 -1.21
O 3.66070 -6.16133 9.08918 -1.8 0.3 2.1 -0.54
H 2.98183 -6.07916 6.73549 0.1 0.2 -0.5 0.38
H 2.90717 -7.81042 6.92040 0.4 -0.2 0.7 0.33
H 4.34520 -7.10881 6.15215 -0.6 0.0 -0.9 0.31
H 5.05595 -7.45523 8.48811 0.1 -0.2 -0.2 0.24
H 4.91701 -4.50679 7.53577 -0.6 -0.1 0.2 0.28
H 6.20167 -5.51076 7.09041 0.2 -0.6 0.0 0.38
H 5.92332 -5.17038 8.78997 0.0 -0.1 0.0 0.31
H 2.83930 -5.99285 8.62172 -0.3 0.3 0.7 0.35
C -3.45895 7.50009 -1.15931 0.5 -0.1 -0.7 -1.29
C -4.55893 8.23120 -1.90909 0.8 2.4 1.1 0.40
C -4.64968 9.75008 -1.33757 -0.8 -1.8 0.2 -1.08
O -4.24805 8.35661 -3.28737 0.4 -0.5 -0.2 -0.54
H -2.50999 8.03635 -1.15867 0.0 0.2 -0.2 0.31
H -3.29038 6.57128 -1.70427 0.1 -0.3 0.3 0.31
H -3.67391 7.31824 -0.10630 -0.4 -0.1 -0.2 0.36
H -5.43672 7.58976 -1.83072 -0.6 0.6 0.4 0.24
H -5.31275 10.36399 -1.94713 0.0 0.0 -0.1 0.32
H -3.68008 10.23767 -1.23638 0.2 -0.3 -0.6 0.30
H -5.03560 9.74951 -0.31818 -0.3 -0.1 0.1 0.34
H -5.04246 8.68674 -3.71342 0.0 0.0 -0.1 0.32
C -1.55329 1.02314 3.24282 0.9 0.6 0.8 -1.27
C -0.40051 0.28970 2.50665 -2.7 -1.2 0.9 0.61
C 0.05133 0.99933 1.28654 1.4 0.1 -1.2 -1.26
O 0.64852 -0.07675 3.38832 0.8 1.0 -0.1 -0.57
H -1.16793 1.95937 3.64662 0.1 0.4 -0.2 0.33
H -1.85364 0.51068 4.15675 -0.1 -0.5 -0.1 0.33
H -2.45710 1.24713 2.67619 0.2 -0.2 -0.3 0.33
H -0.84826 -0.67253 2.25820 -0.1 -0.1 -0.8 0.16
H 0.37012 2.02827 1.45310 0.0 0.0 0.2 0.32
H -0.60201 0.99288 0.41405 -0.9 0.1 0.6 0.37
H 0.88587 0.46398 0.83372 0.5 0.0 0.4 0.33
H 0.30249 -0.64870 4.07733 -0.2 0.0 -0.1 0.32
C 2.36950 9.46790 -3.96413 0.6 -0.6 -0.1 -1.16
C 2.42192 8.20591 -4.87409 1.6 -0.2 0.8 0.31
C 2.59700 6.88879 -4.09425 0.0 0.5 0.5 -1.13
O 1.29426 8.06724 -5.68135 -0.6 0.5 -0.4 -0.53
H 1.49808 9.42094 -3.31104 -0.2 0.2 -0.1 0.31
H 2.45351 10.40866 -4.50819 -0.7 -0.1 -0.3 0.31
H 3.23224 9.54872 -3.30286 0.1 -0.5 0.1 0.34
H 3.28100 8.30361 -5.53782 0.0 0.1 -0.2 0.28
H 1.79694 6.87903 -3.35404 -0.1 -0.4 0.1 0.27
H 3.53291 6.79756 -3.54303 0.1 0.3 0.0 0.34
H 2.54656 6.00109 -4.72476 -0.3 0.2 -0.2 0.30
H 0.55428 8.21491 -5.08785 -0.5 -0.1 -0.2 0.35
C -5.02382 -4.67077 5.22903 -0.4 -0.3 0.6 -1.19
C -3.97245 -5.47868 6.05345 -0.8 2.1 -2.4 0.49
C -3.40229 -6.49139 5.06778 0.5 -1.8 1.9 -1.36
O -2.93541 -4.61951 6.47186 0.7 0.0 0.3 -0.55
H -4.81143 -4.62272 4.16100 0.3 0.1 0.1 0.27
H -5.19610 -3.67024 5.62569 0.2 0.1 0.0 0.34
H -5.97074 -5.19780 5.34599 -0.2 0.0 -0.2 0.37
H -4.52905 -5.81955 6.92644 0.4 -0.9 0.0 0.26
H -2.84923 -7.20042 5.68383 -0.1 -0.6 0.1 0.35
H -2.60328 -6.24113 4.36989 -0.6 1.1 -0.2 0.35
H -4.20681 -7.04997 4.58941 0.1 0.1 -0.2 0.35
H -3.29283 -4.01499 7.12638 0.0 0.1 0.0 0.31
```
Positions in Å, forces in eV/Å.

Summary:
LUMO energy = 0.430 eV
gap between HOMO and LUMO = 0.374 Ha
HOMO = -9.7 eV
relative energy (zero: lowest compared OMol25 entry of this formula, charge and spin) = 4.187 eV

---

# 3
A molecular structure, C5H6S2 in a non-equilibrium geometry, computed with ωB97M-V/def2-TZVPD.

Geometry as XYZ:
```
13
Properties=species:S:1:pos:R:3:forces:R:3:mulliken_charge:R:1
C 0.22603 0.48135 0.97809 0.7 -2.6 2.3 -0.16
C 0.28535 -0.85716 1.41963 0.4 3.1 -1.3 -0.60
C 0.62782 0.55530 -0.42116 -2.9 -2.4 0.8 -0.30
C 0.79692 -1.65852 0.33539 0.1 -0.7 -0.4 -0.12
C 0.94636 -0.92670 -0.76809 -1.7 2.9 1.5 -0.79
S -2.73116 1.38038 -1.86772 0.2 -0.3 -1.1 -0.14
S -1.08271 2.12194 -1.02743 1.6 -1.2 0.4 -0.04
H 0.26286 1.32755 1.65669 -0.7 0.0 -0.2 0.37
H 0.31350 -1.24989 2.40021 -0.6 0.1 1.0 0.40
H 1.42727 1.16977 -0.59957 1.7 1.9 -0.9 0.38
H 1.15531 -2.68346 0.46712 -0.3 0.3 -0.2 0.37
H 1.48016 -1.08966 -1.60712 1.3 -1.1 -2.7 0.47
H -3.70769 1.42910 -0.96606 0.1 0.0 0.8 0.16
```
Positions in Å, forces in eV/Å.

Summary:
LUMO energy (spin up / spin down) = -1.195 / -1.195 eV
gap between HOMO and LUMO (spin up / spin down) = 0.258 / 0.258 Ha
HOMO (spin up / spin down) = -8.2 / -8.2 eV
relative energy (zero: lowest compared OMol25 entry of this formula, charge and spin) = 2.633 eV

---

# 4
A molecular structure, C57H68CrN8OPSSi, computed with ωB97M-V/def2-TZVPD.

Geometry as XYZ:
```
138
Properties=species:S:1:pos:R:3:forces:R:3:mulliken_spin:R:1
Cr -0.10133 0.31258 -0.34688 -0.3 0.2 0.0 3.17
N 1.72727 0.71748 0.45971 0.0 -0.2 -0.1 -0.18
C 1.76156 1.29681 1.80154 0.0 0.0 0.1 0.05
C 2.91917 1.15799 2.55413 0.0 0.0 0.0 0.00
C 2.99341 1.71249 3.82108 0.0 0.0 0.0 0.00
C 1.91890 2.42694 4.33488 0.0 0.0 0.0 0.00
C 0.76979 2.57264 3.57958 0.0 0.0 0.0 0.00
C 0.66713 1.98544 2.31742 0.0 0.0 0.0 0.01
P -0.78231 2.21383 1.26058 0.1 -0.3 0.0 0.06
C -0.84292 4.02883 1.18354 0.0 0.1 0.0 -0.01
C -2.00099 4.75488 1.44793 0.0 0.0 0.0 -0.01
C -1.99782 6.13790 1.32224 0.0 0.0 0.0 0.00
C -0.84281 6.80531 0.94066 0.0 0.0 0.0 0.00
C 0.32838 6.08968 0.72258 0.0 0.0 0.0 0.00
C 0.32572 4.71054 0.85273 0.0 0.0 -0.1 -0.01
C -2.35672 1.72118 2.00155 0.0 0.0 0.1 -0.06
C -2.41141 1.21279 3.23628 0.0 0.0 0.0 0.00
C -3.51733 0.49159 3.93044 -0.1 0.0 0.0 0.00
C -4.77437 -0.12522 1.83454 0.0 0.0 0.0 0.00
C -4.52623 1.04133 0.92648 0.0 0.0 0.0 0.00
C -3.44868 1.82089 1.01260 0.0 0.1 0.0 0.02
H 2.20438 -0.18615 0.46705 0.1 0.0 0.0 0.03
H 2.28071 1.26673 -0.20046 0.0 0.1 0.0 0.03
H 3.76404 0.61838 2.14626 0.0 0.0 0.0 0.00
H 3.89586 1.59510 4.40502 0.0 0.0 0.0 0.00
H 1.98155 2.87084 5.31838 0.0 0.0 0.0 0.00
H -0.06210 3.14972 3.96513 0.0 0.0 0.0 0.00
H -2.90601 4.25748 1.76931 0.0 0.0 0.0 0.00
H -2.90031 6.69467 1.53480 0.0 0.0 0.0 0.00
H -0.84484 7.88265 0.84751 0.0 0.0 0.0 0.00
H 1.24609 6.60922 0.47929 0.0 0.0 0.0 0.00
H 1.25306 4.16033 0.74909 0.0 0.0 -0.1 0.00
H -1.48950 1.21213 3.81262 0.0 0.0 0.0 0.00
H -3.62985 0.89491 4.94060 0.0 0.0 0.0 0.00
H -5.69856 -0.62544 1.53281 0.0 0.0 0.0 0.00
H -5.25843 1.26460 0.15853 0.0 0.0 0.0 0.00
H -3.36144 2.62256 0.28392 0.0 0.0 0.0 0.00
C -1.67744 4.10438 -1.83945 0.0 -0.1 0.0 0.00
N -0.43579 3.86014 -2.55935 -0.1 0.0 0.0 0.00
C -0.06418 4.96569 -3.43766 0.0 0.0 0.0 0.00
C 0.32323 2.76637 -2.41331 0.1 -0.1 0.0 0.04
N -0.10902 1.53604 -2.10831 0.1 0.2 0.2 -0.02
C -1.32129 0.95371 -2.51778 0.0 -0.1 -0.1 -0.05
C -2.38890 1.53854 -3.20813 0.0 -0.1 0.1 0.00
C -3.50932 0.79774 -3.53144 0.0 0.0 0.0 -0.01
C -3.60226 -0.54599 -3.18048 0.0 0.0 0.0 0.00
C -2.53053 -1.16546 -2.57203 0.0 0.0 0.0 0.01
C -1.36999 -0.44509 -2.27867 0.0 0.0 -0.1 0.01
N -0.17784 -1.06487 -1.80375 0.2 0.1 -0.2 -0.01
C 0.32376 -2.10637 -2.46666 -0.1 -0.1 0.1 0.06
N 1.22847 -2.92219 -1.91555 0.0 0.1 -0.1 0.01
C 2.07466 -3.80877 -2.70331 0.0 0.0 0.0 0.00
C 1.53086 -2.94172 -0.49844 0.0 0.0 0.1 -0.03
N -0.04784 -2.36849 -3.75736 0.1 0.1 0.0 0.00
C -0.46216 -3.69640 -4.18052 0.0 0.0 0.0 0.00
C -0.21177 -1.31252 -4.73902 0.0 0.0 0.0 0.00
N 1.68535 2.88732 -2.59636 -0.1 0.1 -0.1 0.00
C 2.27766 2.17897 -3.72775 0.0 0.0 0.0 0.00
C 2.43765 4.07177 -2.20172 0.0 0.0 0.1 0.00
H -2.50676 4.24748 -2.53150 0.0 0.0 0.0 0.00
H -1.55956 5.01553 -1.25288 0.0 0.0 0.0 0.00
H -1.89873 3.27073 -1.18287 0.0 0.0 0.0 0.01
H -0.94355 5.23665 -4.02209 0.0 0.0 0.0 0.00
H 0.71788 4.66622 -4.12690 0.0 0.0 0.0 0.00
H 0.25090 5.83663 -2.86078 0.0 0.0 0.0 0.00
H -2.32756 2.56065 -3.53584 0.0 0.0 0.0 0.00
H -4.31879 1.27105 -4.07027 0.0 0.0 0.0 0.00
H -4.49178 -1.11117 -3.42122 0.0 0.0 0.0 0.00
H -2.54654 -2.22917 -2.37924 0.0 0.0 0.0 0.00
H 2.08769 -3.50850 -3.74592 0.0 0.0 0.0 0.00
H 1.73914 -4.84437 -2.62456 0.0 0.0 0.0 0.00
H 3.08991 -3.74550 -2.30989 0.0 0.0 0.0 0.00
H 0.83833 -2.30930 0.04024 0.0 0.0 0.0 0.05
H 2.55796 -2.59942 -0.34318 0.0 0.0 0.0 0.00
H 1.43606 -3.96216 -0.12722 0.0 0.0 0.0 0.00
H -0.47161 -4.37263 -3.32968 0.0 0.0 0.0 0.00
H 0.19038 -4.10042 -4.95752 0.0 0.0 0.0 0.00
H -1.47796 -3.63937 -4.58172 0.0 0.0 0.0 0.00
H 0.19692 -0.38040 -4.35597 0.0 0.0 0.0 0.00
H -1.26042 -1.15098 -5.00310 0.0 0.0 0.0 0.00
H 0.33590 -1.58238 -5.64496 0.0 0.0 0.0 0.00
H 1.66643 1.31977 -3.98203 0.0 0.0 0.0 0.00
H 3.28532 1.85035 -3.48216 0.0 0.0 0.0 0.00
H 2.33422 2.83573 -4.60264 0.0 0.0 0.0 0.00
H 2.39501 4.90366 -2.90627 0.0 0.0 -0.1 0.00
H 3.48231 3.77475 -2.11133 0.0 0.0 0.0 0.00
H 2.09941 4.41933 -1.23081 -0.1 0.1 0.0 0.00
C 1.53073 -2.62744 2.95243 0.0 0.0 0.0 0.00
C 0.15993 -2.23293 3.52871 0.0 0.0 0.0 0.01
C -0.33565 -3.30688 4.51101 0.0 0.0 0.0 0.00
C 0.39351 -0.94235 4.32400 0.0 0.0 0.0 0.00
Si -1.05654 -2.01667 2.07972 0.1 -0.1 -0.1 -0.02
O -0.45758 -0.89027 1.02027 -0.2 0.3 0.2 -0.20
C -1.22013 -3.63759 1.10040 0.0 0.0 0.0 0.02
C -0.65839 -4.87503 1.42596 0.0 0.0 0.0 0.00
C -0.78821 -5.98089 0.59541 0.0 0.0 0.0 0.00
C -1.49282 -5.88565 -0.59492 0.0 0.0 0.0 0.00
C -2.07678 -4.67403 -0.93682 0.0 0.0 0.0 0.00
C -1.93509 -3.57854 -0.09888 0.0 0.0 0.0 0.00
C -2.75890 -1.44267 2.62563 0.0 0.0 0.0 0.00
C -3.59503 -1.06310 1.65605 0.0 0.0 0.0 0.00
C -4.91304 0.33903 3.30497 0.0 0.0 0.0 0.00
C -5.45064 -0.83436 4.09824 0.0 0.0 0.0 0.00
C -4.44813 -1.61271 4.47947 0.0 0.0 0.0 0.00
C -3.12944 -1.00992 4.04158 0.0 0.0 0.0 0.00
H 2.24846 -2.75610 3.76790 0.0 0.0 0.0 0.00
H 1.91805 -1.83892 2.29900 0.0 0.0 0.0 0.00
H 1.51264 -3.55383 2.38157 0.0 -0.1 0.0 0.00
H 0.46184 -3.55803 5.21603 0.0 0.0 0.0 0.00
H -0.65679 -4.23105 4.03430 0.0 0.0 0.0 0.00
H -1.18017 -2.94595 5.09951 0.0 0.0 0.0 0.00
H 1.19155 -1.10825 5.05488 0.0 0.0 0.0 0.00
H -0.48242 -0.62056 4.88388 0.0 0.0 0.0 0.00
H 0.70441 -0.12470 3.67700 0.0 0.0 0.0 0.00
H -0.10206 -5.00467 2.34259 0.0 0.0 0.0 0.00
H -0.34472 -6.92371 0.88730 0.0 0.0 0.0 0.00
H -1.60460 -6.75098 -1.23509 0.0 0.0 0.0 0.00
H -2.66289 -4.59328 -1.84554 0.0 0.0 0.0 0.00
H -2.40304 -2.64828 -0.38506 0.0 0.0 0.0 0.00
H -3.37177 -1.27176 0.61560 0.0 0.0 0.0 0.00
H -5.52108 1.24084 3.36244 0.0 0.0 0.0 0.00
H -6.50417 -1.03658 4.22563 0.0 0.0 0.0 0.00
H -4.52824 -2.56491 4.98316 0.0 0.0 0.0 0.00
H -2.32999 -1.18670 4.75285 0.0 0.0 0.0 0.00
S 4.59707 -1.28839 -3.76944 0.0 0.0 0.0 0.00
C 3.37798 -0.70633 -2.69732 0.0 0.0 0.0 -0.01
N 3.69060 -0.58599 -1.45285 0.0 -0.1 0.1 0.01
C 5.00183 -1.00962 -1.25336 0.1 0.0 0.0 0.00
C 5.66245 -1.04997 -0.02406 0.0 0.0 0.0 0.00
C 6.96237 -1.50269 0.01630 0.0 0.0 0.0 0.00
C 7.61850 -1.91537 -1.15118 0.0 0.0 0.0 0.00
C 6.98323 -1.88575 -2.37416 0.0 0.0 0.0 0.00
C 5.66659 -1.43137 -2.41158 0.0 0.0 0.0 0.00
H 2.39880 -0.45208 -3.07013 -0.1 0.0 0.0 0.02
H 5.15197 -0.73652 0.87644 0.0 0.0 0.0 0.00
H 7.48839 -1.54383 0.95974 0.0 0.0 0.0 0.00
H 8.63963 -2.26463 -1.09107 0.0 0.0 0.0 0.00
H 7.49089 -2.20723 -3.27264 0.0 0.0 0.0 0.00
```
Positions in Å, forces in eV/Å.

Summary:
LUMO energy (spin up / spin down) = -5.572 / -4.583 eV
gap between HOMO and LUMO (spin up / spin down) = 0.260 / 0.297 Ha
HOMO (spin up / spin down) = -12.7 / -12.7 eV
relative energy (zero: lowest compared OMol25 entry of this formula, charge and spin) = 0.000 eV
2S+1 = 4
net charge = +2

---

| no. | electronic energy (a.u.) |
| --- | --- |
| 1 | -1014.70211 |
| 2 | -1360.24527 |
| 3 | -990.36823 |
| 4 | -4799.26148 |